C43H38BrN2OP2RhS3Sb as an isolated structure. Source: OMol25; level of theory: ωB97M-V with the def2-TZVPD basis set.

Atoms and positions in Å:
1 Rh -0.27163 -2.37375 0.40404
2 C -1.96119 1.51109 0.69301
3 N -1.37587 2.68112 0.03532
4 C -0.21788 2.64624 -0.83850
5 P 0.79316 1.15060 -0.44767
6 C 1.51646 1.73552 1.13420
7 C 2.22190 2.93229 1.26104
8 C 2.67241 3.36060 2.50000
9 C 2.41126 2.60065 3.63431
10 C 1.69713 1.41780 3.52277
11 C 1.25552 0.98484 2.27811
12 C 2.12800 1.34048 -1.67900
13 C 1.75388 1.33977 -3.02647
14 C 2.71019 1.37345 -4.02871
15 C 4.06121 1.38070 -3.70431
16 C 4.44388 1.35190 -2.37183
17 C 3.48510 1.33231 -1.36626
18 C -2.00139 3.89978 0.23998
19 C -2.90555 4.09533 1.29927
20 C -3.52615 5.31884 1.48600
21 C -3.27607 6.39114 0.64207
22 C -2.38578 6.20949 -0.40552
23 C -1.75866 4.99193 -0.61214
24 P -1.79026 -0.26837 0.03122
25 C -3.52056 -0.71572 0.48797
26 C -4.51944 -1.03276 -0.42653
27 C -5.79667 -1.35035 0.01037
28 C -6.09433 -1.35278 1.36609
29 C -5.10089 -1.05275 2.28516
30 C -3.82026 -0.74482 1.84929
31 C -1.93250 0.01081 -1.77131
32 C -2.62951 1.08829 -2.31732
33 C -2.68097 1.27277 -3.69125
34 C -2.04366 0.37503 -4.53866
35 C -1.36264 -0.71042 -4.00678
36 C -1.30593 -0.88697 -2.63104
37 H -3.03867 1.66418 0.69405
38 H -1.65027 1.44156 1.74380
39 H 0.37392 3.55251 -0.69133
40 H -0.50215 2.60469 -1.89908
41 H 2.42191 3.53867 0.38441
42 H 3.21967 4.29154 2.58276
43 H 2.75849 2.93782 4.60322
44 H 1.47207 0.82335 4.39973
45 H 0.69165 0.06015 2.20634
46 H 0.70282 1.28972 -3.29331
47 H 2.39986 1.37740 -5.06625
48 H 4.80935 1.39986 -4.48665
49 H 5.49465 1.34502 -2.10867
50 H 3.79828 1.30242 -0.32988
51 H -3.10797 3.29696 1.99769
52 H -4.21141 5.43236 2.31735
53 H -3.76421 7.34404 0.79687
54 H -2.17819 7.02551 -1.08752
55 H -1.09445 4.88338 -1.45703
56 H -4.29931 -1.05382 -1.48591
57 H -6.55969 -1.61022 -0.71314
58 H -7.08940 -1.61255 1.70481
59 H -5.30923 -1.09259 3.34683
60 H -3.03716 -0.57280 2.58028
61 H -3.13651 1.79236 -1.66860
62 H -3.22283 2.11683 -4.09973
63 H -2.08452 0.51823 -5.61138
64 H -0.87574 -1.42394 -4.65948
65 H -0.78172 -1.74650 -2.22579
66 S -1.85621 -6.23726 2.88300
67 Sb -2.61828 -4.16175 2.32533
68 S -0.64601 -2.63070 2.61039
69 S -2.02504 -3.73792 -0.05929
70 O 1.67664 -1.21228 0.47659
71 N 2.70468 -1.79265 1.06393
72 C 3.83170 -1.98253 0.35844
73 C 4.91829 -2.60357 0.93307
74 C 4.83910 -3.05121 2.24131
75 C 3.66016 -2.85558 2.94260
76 C 2.59802 -2.22279 2.33632
77 H 3.79104 -1.62331 -0.65794
78 H 5.80423 -2.75604 0.33384
79 H 5.67628 -3.55787 2.70104
80 H 3.53520 -3.21482 3.95377
81 H 1.61949 -2.09016 2.77753
82 Br 3.86312 -7.39895 -0.99143
83 C 2.63639 -6.00963 -0.53171
84 C 1.94334 -6.07681 0.66506
85 C 1.06382 -5.05605 1.00371
86 C 0.88032 -3.95838 0.16229
87 C 1.57512 -3.94231 -1.04842
88 C 2.45398 -4.95834 -1.40931
89 H 2.06635 -6.92723 1.32287
90 H 0.49908 -5.13707 1.92360
91 H 1.44952 -3.10740 -1.73757
92 H 2.98811 -4.92753 -2.35038

Calculated values
**Largest force on an atom**: 0.84 eV/Å
**Energy relative to the best compared isomer or geometry (same formula, charge and spin)**: 89.9 kJ/mol
**Highest occupied orbital energy**: -0.132 Ha
**DFT total energy**: -6648.2880 a.u.
**Charge**: -1

=====

One molecule with the formula C7H8S in a non-equilibrium geometry. Source: OMol25; level of theory: ωB97M-V with the def2-TZVPD basis set.

Atoms and positions in Å:
1 C -0.62706 -0.81179 1.75917
2 C 1.39700 0.45352 1.13994
3 C 0.47940 -0.05931 2.19988
4 C -1.17892 -0.64615 0.52005
5 C 1.28268 0.55582 -0.26185
6 C -2.57536 -0.88006 -0.07066
7 C 2.35717 1.00602 -1.18059
8 S -0.37360 0.28907 -0.78083
9 H -1.12827 -1.38078 2.42872
10 H 2.40259 0.76855 1.34991
11 H -3.12638 0.09099 0.01515
12 H -3.07828 -1.51820 0.58773
13 H -2.27383 -1.28313 -1.01313
14 H 2.57429 0.04908 -1.82407
15 H 3.10887 1.41648 -0.63780
16 H 2.13366 1.86204 -1.97257

Calculated values
**Largest force on an atom**: 5.29 eV/Å
**Energy relative to the best compared isomer or geometry (same formula, charge and spin)**: 399.5 kJ/mol
**Highest occupied orbital energy**: -0.273 Ha
**DFT total energy**: -669.5422 a.u.

=====

A 2-piece molecular cluster, C5H10O overall in a non-equilibrium geometry. Source: OMol25; level of theory: ωB97M-V with the def2-TZVPD basis set.

Atoms and positions in Å:
1 C 1.46148 -0.99591 -1.20698
2 C 1.67042 0.03689 -2.00302
3 C 0.80328 1.26648 -2.06885
4 H 1.87535 -1.97375 -1.45002
5 H 0.89369 -1.07422 -0.28738
6 H 2.30982 0.06335 -2.88273
7 H 0.28817 1.33177 -3.02571
8 H 1.33156 2.20291 -1.87237
9 H -0.00415 1.23552 -1.32405
10 C -0.96497 -0.70271 3.04226
11 C -1.83745 -0.01972 2.31533
12 O -2.42855 -0.58848 1.20119
13 H -0.46121 -0.21861 3.85974
14 H -0.59212 -1.67286 2.74938
15 H -2.02031 1.04134 2.43714
16 H -2.32498 0.06802 0.51607

Calculated values
**SMILES**: C=CC.C=CO
**Largest force on an atom**: 1.75 eV/Å
**Energy relative to the best compared isomer or geometry (same formula, charge and spin)**: 224.3 kJ/mol
**Highest occupied orbital energy**: -0.345 Ha
**DFT total energy**: -271.6672 a.u.

=====

C22H49IrN2O2P3 as an isolated structure in a non-equilibrium geometry. Source: OMol25; level of theory: ωB97M-V with the def2-TZVPD basis set.

Atoms and positions in Å:
1 Ir 0.78538 1.17049 -2.18642
2 P 1.64249 0.72826 -0.07560
3 P -1.24224 2.02517 -1.18037
4 P 2.35328 -0.37978 -2.89026
5 H -1.47568 -1.86351 -0.02122
6 C -0.76060 -2.66518 0.10280
7 C 0.15264 -2.52921 1.08955
8 H -0.07162 -1.87201 1.91812
9 C 0.99743 0.79726 1.61594
10 C 2.31910 2.42798 -0.30599
11 C 3.14855 -0.24387 0.31334
12 C -3.06296 1.96625 -1.55662
13 C -1.23285 2.86193 0.49357
14 C -0.42125 3.10039 -2.45987
15 C 3.04169 -1.96289 -2.26422
16 C 3.89340 0.64540 -2.86319
17 C 2.01803 -0.68188 -4.66303
18 H -0.48583 -3.14491 -0.82300
19 H 1.18845 -2.81084 0.98169
20 H 1.52140 0.04826 2.22366
21 H -0.06925 0.58576 1.72249
22 H 1.24341 1.81158 1.96177
23 H 1.50434 3.14868 -0.26910
24 H 2.84885 2.48755 -1.26250
25 H 2.98486 2.50063 0.55564
26 H 2.89175 -1.29100 0.53692
27 H 3.54946 0.24026 1.21830
28 H 3.91019 -0.21252 -0.46761
29 H -3.28292 2.71294 -2.33579
30 H -3.62944 2.24212 -0.65111
31 H -3.34476 0.96105 -1.88736
32 H -1.94730 3.70231 0.45357
33 H -0.21492 3.20225 0.75607
34 H -1.58337 2.10248 1.22428
35 H -1.20482 3.72671 -2.90835
36 H -0.01366 2.36708 -3.27968
37 H 0.41702 3.65572 -2.04028
38 H 3.43105 -2.55976 -3.11518
39 H 2.27265 -2.55397 -1.73503
40 H 3.89278 -1.80194 -1.57596
41 H 4.63435 0.21841 -3.59036
42 H 4.38087 0.66045 -1.85153
43 H 3.64106 1.69919 -3.17107
44 H 2.96342 -0.68919 -5.23560
45 H 1.37131 0.13413 -5.02837
46 H 1.49656 -1.64724 -4.78603
47 C -1.52374 -1.12873 -3.32421
48 C -2.40313 -0.48292 -4.26131
49 C -2.67322 -1.18287 -5.42693
50 C -2.10290 -2.44188 -5.63771
51 C -1.13445 -2.98062 -4.80347
52 C -0.79155 -2.31617 -3.65417
53 O -1.38355 -0.55816 -2.16389
54 H 0.44882 -0.17144 -2.91975
55 H -2.76686 0.52911 -4.04195
56 H -3.35666 -0.75680 -6.15323
57 H -2.38189 -3.03529 -6.49883
58 H -0.61934 -3.91817 -4.95421
59 H 0.01157 -2.52946 -2.95225
60 C -3.03076 1.37318 4.34342
61 N -2.08931 0.65410 5.16831
62 C -1.55020 1.37986 6.30768
63 C -1.36895 -0.31346 4.48444
64 O -1.47781 -0.45499 3.25967
65 N -0.53814 -1.12682 5.23768
66 C -0.75321 -1.39304 6.64543
67 C 0.22701 -2.10518 4.49574
68 H -3.65310 1.98735 4.99471
69 H -3.64734 0.65719 3.79765
70 H -2.52393 2.01801 3.61404
71 H -1.90159 0.95147 7.25357
72 H -0.45436 1.39317 6.30447
73 H -1.91510 2.40860 6.24781
74 H -0.43524 -2.41715 6.85248
75 H -0.15892 -0.71845 7.27404
76 H -1.81108 -1.28285 6.90816
77 H 0.92138 -1.59865 3.81854
78 H 0.79758 -2.70296 5.20991
79 H -0.41233 -2.75696 3.88719

Calculated values
**Largest force on an atom**: 2.98 eV/Å
**Energy relative to the best compared isomer or geometry (same formula, charge and spin)**: 539.8 kJ/mol
**Highest occupied orbital energy (spin up / spin down)**: -0.539 / -0.616 Ha
**DFT total energy**: -2254.8280 a.u.
**Multiplicity**: 5
**Charge**: +3

=====

A 3-piece molecular cluster, C20H41FN5O3 overall in a non-equilibrium geometry. Source: OMol25; level of theory: ωB97M-V with the def2-TZVPD basis set.

Atoms and positions in Å:
1 C 0.90393 -3.67608 2.09237
2 C 1.67116 -2.83020 1.37346
3 C 1.06973 -1.56890 0.79381
4 N -0.12505 -1.89174 0.03313
5 C -0.66089 -0.75809 -0.75457
6 C -0.06403 0.58973 -0.38162
7 C -0.58959 1.79823 -1.17853
8 C -2.01111 1.64169 -1.71845
9 C -3.06630 1.51424 -0.59585
10 C -4.14298 0.46858 -0.91745
11 O -4.68802 -0.07799 0.26065
12 C -4.14527 -1.32430 0.63378
13 N 1.45010 0.54168 -0.40961
14 C 2.03362 -0.82107 -0.12403
15 F 2.14651 -1.41948 -1.34581
16 C 3.44993 -0.62605 0.46163
17 C 4.57224 -1.34734 -0.26493
18 C 4.60967 -2.84340 -0.44339
19 N 5.50805 -0.58955 -0.67813
20 H 0.20217 -3.27916 2.82477
21 H 0.96723 -4.75175 1.99279
22 H 2.72477 -3.05228 1.27130
23 H 0.84397 -0.91581 1.65904
24 H -0.86963 -2.20203 0.64227
25 H -0.42719 -0.95540 -1.80575
26 H -1.73556 -0.73806 -0.63200
27 H -0.31035 0.78057 0.66268
28 H 0.10736 2.10821 -1.96247
29 H -0.61792 2.64178 -0.48355
30 H -2.06702 0.83236 -2.44512
31 H -2.22521 2.56097 -2.26340
32 H -3.50608 2.47720 -0.36033
33 H -2.54809 1.12081 0.28300
34 H -4.96450 0.94853 -1.45288
35 H -3.76167 -0.29805 -1.59822
36 H -3.78118 -1.90501 -0.21977
37 H -3.29412 -1.17160 1.31362
38 H -4.87805 -1.92262 1.16681
39 H 1.77486 0.88398 -1.31890
40 H 1.77101 1.21758 0.28289
41 H 3.45460 -0.86282 1.52672
42 H 3.71586 0.42969 0.39439
43 H 5.29981 -3.10806 -1.23970
44 H 3.63673 -3.25781 -0.69384
45 H 4.94685 -3.34210 0.46699
46 H 6.22050 -1.15317 -1.14054
47 C -5.91620 0.69109 3.52861
48 C -6.02632 -0.60485 4.29497
49 O -5.05491 -1.32478 4.47860
50 N -7.24710 -0.95069 4.77380
51 C -8.49808 -0.22461 4.64969
52 H -4.88552 0.81933 3.21353
53 H -6.55053 0.66177 2.64196
54 H -6.20002 1.53890 4.15312
55 H -7.25173 -1.82560 5.27390
56 H -8.88561 0.01735 5.64019
57 H -9.23467 -0.84143 4.13296
58 H -8.36290 0.69631 4.09376
59 C 7.61754 3.20399 -4.23680
60 C 6.14596 3.52316 -4.34531
61 O 5.72947 4.46901 -4.98599
62 N 5.27507 2.70135 -3.68764
63 C 5.57171 1.53375 -2.87695
64 H 8.17593 3.93918 -4.80674
65 H 7.94407 3.24421 -3.19678
66 H 7.82689 2.21316 -4.64208
67 H 4.31239 2.97160 -3.80400
68 H 5.07749 0.65819 -3.30693
69 H 5.19833 1.67888 -1.86459
70 H 6.63794 1.34480 -2.82855

Calculated values
**Largest force on an atom**: 1.42 eV/Å
**Energy relative to the best compared isomer or geometry (same formula, charge and spin)**: 0.0 kJ/mol
**Highest occupied orbital energy**: -0.411 Ha
**DFT total energy**: -1385.7056 a.u.
**Charge**: +1

=====

One molecule with the formula C2H5N3O2 in a non-equilibrium geometry. Source: OMol25; level of theory: ωB97M-V with the def2-TZVPD basis set.

Atoms and positions in Å:
1 C -0.84258 1.35195 0.27296
2 N -0.24820 0.07111 -0.20907
3 N -1.17228 -0.88358 -0.42484
4 O -2.31603 -0.40781 0.11015
5 C 1.13685 -0.24834 0.00463
6 N 1.87694 0.85091 -0.12612
7 O 1.54241 -1.36366 0.32695
8 H -0.02603 1.93394 0.66564
9 H -1.31892 2.02158 -0.50911
10 H -1.70918 1.09002 1.01080
11 H 1.43548 1.62388 -0.78636
12 H 2.84676 0.61161 -0.22312

Calculated values
**SMILES**: CN(N=O)C(N)=O
**Largest force on an atom**: 6.64 eV/Å
**Energy relative to the best compared isomer or geometry (same formula, charge and spin)**: 464.0 kJ/mol
**Highest occupied orbital energy**: -0.366 Ha
**DFT total energy**: -393.8425 a.u.

=====

Which of these has the highest largest force on an atom? C2H5N3O2

=====

Which of these has the highest energy relative to the best compared isomer or geometry (same formula, charge and spin)? C22H49IrN2O2P3

=====

The highest DFT total energy belongs to which entry? C5H10O